Here is a molecular structure, C48H96N2O12Rb at a distorted geometry from the Open Molecules 2025 dataset. Energies are from wB97M-V/def2-TZVPD.

Output
Net charge: -1
E_LUMO, Ha: 0.048
Total energy, Eh: -2922.67680

Structure (XYZ):
```
159
Properties=species:S:1:pos:R:3:forces:R:3
Rb 0.962 2.365 -0.776 -1.2 0.3 -0.1
C 0.372 -0.650 -2.516 -0.7 0.4 0.5
C -0.198 -1.147 -1.169 1.3 -1.1 1.9
C 1.090 -1.794 -0.393 -1.2 0.4 0.2
C 0.792 -2.137 1.080 -0.7 1.0 -1.4
C 0.296 -0.806 1.707 -0.7 -1.3 -0.4
C -0.976 -0.142 1.106 -0.6 -0.7 1.0
N -0.833 -0.038 -0.370 2.0 0.4 0.7
O -1.810 0.702 -1.029 0.0 -0.2 -0.1
C -0.976 1.294 1.850 0.0 -1.0 -2.4
C -2.287 -0.897 1.660 0.2 0.7 -0.5
C -1.113 -2.367 -1.328 -0.6 0.4 -0.5
H 1.037 0.188 -2.306 0.2 0.0 0.0
H -0.397 -0.250 -3.177 -0.2 -0.1 0.0
H 0.974 -1.393 -3.040 -0.1 -0.3 0.1
H 1.963 -1.142 -0.366 0.1 0.5 -0.3
H 1.389 -2.685 -0.946 0.0 0.0 -0.2
H 1.693 -2.567 1.517 0.0 0.3 0.4
H 0.023 -2.908 1.118 -0.1 0.1 0.2
H 1.043 -0.027 1.556 0.6 -0.2 0.7
H -0.011 -1.035 2.728 0.6 0.6 0.5
H -1.053 1.294 2.937 -0.3 -0.3 -0.2
H -1.720 1.898 1.330 -0.2 0.1 0.5
H -0.018 1.748 1.598 0.2 0.2 0.3
H -2.327 -1.965 1.445 0.1 0.0 -0.2
H -3.200 -0.421 1.302 0.1 0.0 -0.7
H -2.456 -0.781 2.730 0.7 0.0 0.4
H -0.613 -3.209 -1.806 0.1 0.0 -0.3
H -1.975 -2.051 -1.916 -0.2 -0.2 -0.1
H -1.486 -2.740 -0.375 0.1 0.2 0.0
C -3.615 7.558 -2.835 -0.6 0.0 -0.4
C -2.975 7.571 -1.433 0.1 -1.2 2.0
C -3.790 8.407 -0.451 -3.1 0.4 -0.6
C -5.024 7.742 0.248 1.1 -1.3 0.3
C -4.542 6.434 0.889 0.7 -0.6 0.3
C -3.852 5.448 -0.157 1.2 1.1 1.7
N -2.754 6.212 -0.787 2.1 0.3 0.5
O -1.548 5.447 -1.161 -1.6 0.8 -0.2
C -4.834 4.971 -1.153 -1.1 -0.5 -0.9
C -3.409 4.150 0.697 0.8 0.9 -0.9
C -1.693 8.379 -1.530 2.3 -0.8 -0.3
H -3.530 6.569 -3.284 0.3 0.2 -0.2
H -3.236 8.350 -3.481 0.7 -0.2 -0.2
H -4.668 7.837 -2.871 -0.5 -0.4 0.6
H -4.342 9.074 -1.113 0.4 1.0 -0.1
H -3.218 9.035 0.231 0.2 -0.5 0.1
H -5.819 7.462 -0.443 0.1 0.3 -0.5
H -5.505 8.431 0.942 0.2 0.1 0.3
H -5.217 5.869 1.532 -1.1 0.0 -0.6
H -3.804 6.627 1.668 0.7 0.4 -0.3
H -4.399 4.549 -2.060 0.6 -0.4 0.3
H -5.430 5.779 -1.576 -0.4 0.0 0.4
H -5.406 4.198 -0.639 -0.7 0.3 -0.5
H -2.630 4.297 1.445 0.2 0.6 -0.2
H -3.027 3.391 0.015 0.1 0.1 -0.1
H -4.207 3.678 1.271 -0.6 0.4 -0.3
H -0.992 7.845 -2.171 -0.1 0.0 -0.4
H -1.079 8.467 -0.633 -0.5 -0.4 0.7
H -1.731 9.415 -1.864 -0.9 0.0 -0.4
C 1.568 -5.527 -5.101 -0.4 -0.1 -0.6
C 1.282 -4.053 -4.867 3.5 -0.5 0.0
O 2.191 -3.392 -4.377 -1.1 0.1 0.0
C 0.081 -3.426 -5.416 -1.4 -0.2 0.0
H 1.338 -5.785 -6.135 -0.8 -0.1 -0.1
H 0.970 -6.109 -4.401 0.0 -0.3 -0.1
H 2.617 -5.823 -5.089 0.1 0.5 0.9
H 0.286 -3.102 -6.436 0.2 0.3 0.1
H -0.216 -2.610 -4.758 -0.1 0.1 -0.3
H -0.739 -4.133 -5.544 -0.1 -0.1 0.3
C -5.510 1.808 -0.290 0.2 -1.6 -0.7
C -6.075 0.390 -0.450 -1.4 -0.4 1.2
O -7.011 0.005 0.270 1.5 0.6 -1.3
C -5.400 -0.600 -1.413 0.7 0.6 0.2
H -5.476 2.306 -1.259 -0.6 0.1 0.0
H -4.434 1.733 -0.133 0.1 -0.2 0.5
H -6.017 2.349 0.509 0.0 0.0 -0.3
H -4.487 -0.161 -1.814 0.2 0.1 0.1
H -5.950 -0.967 -2.280 -0.6 0.3 0.3
H -5.099 -1.466 -0.824 -0.1 0.0 0.1
C 0.049 2.615 5.696 -1.0 -1.1 -0.6
C 0.010 3.941 5.024 -2.2 0.7 -2.5
O -0.742 4.174 4.029 2.5 -0.8 3.5
C 0.958 4.947 5.541 -0.3 1.4 0.2
H 1.023 2.166 5.499 0.0 -0.2 -0.1
H -0.747 2.060 5.201 0.2 -0.5 0.0
H -0.134 2.519 6.766 0.1 0.7 0.1
H 0.516 5.522 6.354 -0.6 -0.1 0.2
H 1.048 5.703 4.760 0.8 -0.1 0.0
H 1.848 4.562 6.038 0.3 -0.1 -0.7
C 0.844 -5.875 4.526 0.6 -2.6 0.8
C 0.696 -4.566 3.924 -3.7 -0.3 -0.8
O -0.287 -4.436 3.191 1.1 0.7 0.0
C 1.509 -3.475 4.438 -0.2 0.1 -0.4
H 1.842 -6.271 4.335 0.2 -0.1 0.3
H 0.124 -6.620 4.188 0.0 0.3 -0.6
H 0.655 -5.884 5.599 0.5 0.5 0.3
H 1.302 -2.628 3.785 0.8 0.2 0.3
H 2.513 -3.892 4.517 0.3 0.9 0.0
H 1.086 -3.310 5.429 0.3 0.3 0.2
C 1.175 -0.197 -6.389 0.0 -0.1 -0.5
C 0.176 0.659 -7.148 -0.5 0.3 -0.5
O 0.321 1.020 -8.303 0.2 -0.5 0.7
C -1.030 1.138 -6.332 0.8 -0.3 -1.0
H 1.750 0.440 -5.716 -0.2 0.0 0.2
H 1.893 -0.691 -7.044 -0.1 0.1 -0.2
H 0.641 -0.968 -5.834 0.2 0.3 0.2
H -1.697 0.323 -6.049 0.3 -0.1 0.3
H -1.599 1.800 -6.985 0.1 0.3 0.4
H -0.556 1.605 -5.469 -0.7 0.2 0.3
C 4.831 1.289 1.935 0.3 -1.4 -0.8
C 5.375 1.761 0.551 1.6 2.0 1.9
O 6.313 2.564 0.589 -1.4 -1.5 -0.6
C 4.757 1.328 -0.771 0.1 -0.4 1.0
H 3.757 1.325 2.114 0.0 0.4 -0.3
H 5.401 1.582 2.817 0.0 1.0 -0.5
H 5.025 0.216 1.965 -0.2 -0.4 -0.3
H 4.342 2.247 -1.186 -0.2 -0.2 -0.3
H 4.033 0.536 -0.577 -0.4 0.2 -0.2
H 5.495 0.903 -1.450 0.2 0.3 0.1
C 5.406 -2.429 0.921 -0.4 0.9 1.2
C 4.934 -2.537 2.410 0.9 -1.5 -0.6
O 3.848 -2.143 2.753 0.3 0.3 -0.1
C 5.824 -3.321 3.451 -0.4 0.8 -1.6
H 4.651 -2.828 0.244 0.2 -0.6 0.1
H 6.440 -2.726 0.743 -0.3 -0.4 0.0
H 5.353 -1.369 0.672 0.1 0.2 0.1
H 5.593 -2.853 4.408 0.3 -0.6 0.1
H 6.878 -3.372 3.179 0.2 0.8 0.2
H 5.605 -4.383 3.336 -0.8 0.0 0.5
C 6.560 -0.151 -4.627 -0.1 -0.2 0.9
C 5.489 -0.841 -3.759 1.8 0.3 0.0
O 5.840 -1.600 -2.879 -0.4 0.2 -0.2
C 4.088 -0.532 -4.099 -0.5 -0.8 -0.4
H 6.281 0.888 -4.804 0.0 0.0 -0.3
H 6.716 -0.696 -5.558 -0.2 0.1 -0.1
H 7.494 -0.182 -4.066 0.0 0.0 -0.1
H 3.498 -1.376 -3.742 -0.4 0.3 0.0
H 4.056 -0.512 -5.188 -0.3 0.1 -0.1
H 3.722 0.433 -3.746 0.2 0.0 0.2
C 2.299 -8.163 -0.100 -0.9 0.6 -0.6
C 1.684 -6.841 -0.561 -0.9 0.4 -2.4
O 1.153 -6.657 -1.675 1.2 -1.1 2.3
C 1.751 -5.670 0.366 1.1 0.3 -0.3
H 3.359 -8.078 0.136 -0.1 0.1 0.0
H 2.126 -8.924 -0.860 0.1 0.0 0.2
H 1.735 -8.377 0.808 0.2 -0.4 0.2
H 2.631 -5.740 1.006 -0.2 -0.2 0.5
H 0.846 -5.462 0.938 0.0 0.0 -0.1
H 2.007 -4.858 -0.314 -0.5 0.4 0.2
C -2.776 -5.300 5.880 -1.2 -0.1 0.0
C -2.826 -3.838 6.290 0.1 1.7 3.6
O -2.966 -3.552 7.508 0.4 -0.9 -3.1
C -2.768 -2.695 5.263 0.1 -1.2 0.5
H -3.309 -5.894 6.623 0.2 0.3 0.4
H -1.803 -5.780 5.777 0.1 0.5 -0.4
H -3.410 -5.428 5.003 0.5 0.0 -0.5
H -3.787 -2.635 4.879 0.1 0.0 -0.6
H -2.017 -2.969 4.522 -0.4 0.1 -0.5
H -2.540 -1.708 5.665 0.1 -0.4 0.5
```
Forces are in eV/Å.

Here is 2 unconnected molecules or ions with the total composition C9H17O5P at a distorted geometry from the Open Molecules 2025 dataset. Energies are from wB97M-V/def2-TZVPD.

Output
E_LUMO (spin up / spin down), Ha: -0.031 / -0.033
Total energy, Eh: -1070.57949
Energy relative to the best compared isomer or geometry (same formula, charge and spin), kJ/mol: 474.8

Structure (XYZ):
```
32
Properties=species:S:1:pos:R:3:forces:R:3
C -0.526 -1.658 -0.424 0.2 0.7 0.4
C -3.219 0.874 -0.158 -1.1 1.5 -0.2
C -2.175 1.933 -0.002 1.2 0.0 1.1
C -1.878 0.442 -0.501 1.3 0.4 -1.4
C -1.044 -0.697 1.797 -2.5 -0.4 0.1
C 0.604 -3.715 -0.139 3.2 1.3 0.4
C 2.852 -0.740 -1.693 -1.8 -1.1 2.3
C 1.281 3.399 0.644 0.4 -0.9 -0.6
C -1.046 -0.463 0.292 2.8 0.5 1.6
O -0.681 -1.769 -1.608 0.4 -1.2 -0.5
O 2.138 0.638 1.366 -0.3 -0.2 0.1
O 0.135 -2.516 0.423 -0.7 1.0 -0.3
O 2.138 0.463 -1.304 -0.2 0.3 0.1
O 1.202 2.369 -0.342 -0.3 -1.5 0.8
P 1.372 0.826 0.119 0.0 -0.7 -2.0
H -3.759 0.531 0.704 -0.5 -0.3 -0.1
H -3.667 1.160 -1.131 -0.9 -0.8 1.1
H -2.334 2.876 -0.562 0.6 -1.1 -0.3
H -1.669 2.190 0.985 -1.0 -0.8 -1.1
H -1.746 0.156 -1.567 0.1 0.8 0.8
H -0.094 -0.513 2.223 1.2 -0.3 0.4
H -1.428 -1.743 2.074 0.8 1.4 -0.6
H -1.718 -0.019 2.324 -0.1 0.2 -0.2
H -0.064 -4.477 0.025 -1.4 -1.9 0.4
H 1.656 -3.916 0.213 -1.3 0.0 0.5
H 0.808 -3.545 -1.146 -0.3 0.0 -2.1
H 3.121 -0.752 -2.790 -0.8 0.1 1.3
H 2.089 -1.569 -1.285 2.2 1.0 -1.7
H 3.772 -0.768 -1.074 -0.4 -0.2 -0.5
H 1.015 3.160 1.644 -0.3 -0.8 0.8
H 0.600 4.058 0.247 -1.4 2.2 -0.4
H 2.267 3.783 0.647 1.0 0.5 0.0
```
Forces are in eV/Å.

Here is 2 unconnected molecules or ions with the total composition C2HN4 at a distorted geometry from the Open Molecules 2025 dataset. Energies are from wB97M-V/def2-TZVPD.

Output
Net charge: +1
E_LUMO, Ha: -0.293
Total energy, Eh: -295.45762
Energy relative to the best compared isomer or geometry (same formula, charge and spin), kJ/mol: 92.3

Structure (XYZ):
```
7
Properties=species:S:1:pos:R:3:forces:R:3
C -1.326 0.378 -0.055 0.0 -0.1 0.3
C 0.051 0.549 -0.012 2.4 5.0 -0.6
N -2.417 0.748 0.032 0.1 -0.6 -0.1
N 0.879 -2.027 0.016 -0.9 -0.5 -0.1
N -0.022 -2.649 -0.049 0.8 0.4 0.1
N 0.916 1.376 -0.050 -1.5 -4.3 0.7
H 1.919 1.624 0.118 -1.0 -0.1 -0.3
```
Forces are in eV/Å.